Record 1
22
Properties=species:S:1:pos:R:3:nbo_charge:R:1 method="wB97M-V/def2-TZVPD" e_lumo_ha="0.147 / 0.148" de_lowest_kj_mol=1.68 multiplicity=2 total_charge=-1 e_homo_ev="1.5 / -7.7" homo_lumo_gap_ev="2.53 / 11.69"
C -0.31481 0.89195 -1.35456 -0.6875
C -2.59162 -0.10302 -0.92955 -0.6931
C -1.44719 1.34975 0.82418 -0.8976
C -1.27640 0.34171 -0.30125 -0.3235
C 2.15822 -0.97096 1.43040 -0.8203
C 2.89278 -1.34543 0.17441 -0.6686
H -2.33987 1.22411 1.42579 0.1940
H 0.44243 1.50008 -0.85994 0.2057
H -2.48790 -1.09392 -1.38446 0.1879
H -0.60799 1.34625 1.52796 0.1927
H 3.54643 -0.56036 -0.22387 0.1966
H 1.67473 0.00207 1.39089 0.2033
H -1.49744 2.36884 0.44871 0.1895
H 3.50004 -2.25182 0.25986 0.1879
H 0.08251 0.09396 -1.98306 0.1940
H -2.89748 0.56932 -1.72393 0.1909
H -0.80345 -0.54506 0.09871 0.1784
H 2.20188 -1.59989 -0.64348 0.1986
H -0.86877 1.59353 -1.98359 0.1870
H 1.31935 -1.61956 1.66880 0.1961
H 2.73535 -0.99783 2.35303 0.1890
H -3.42081 -0.19372 -0.21505 0.1991


Record 2
13
Properties=species:S:1:pos:R:3:nbo_charge:R:1 method="wB97M-V/def2-TZVPD" e_lumo_ha=0.041 de_lowest_kj_mol=210.57 total_charge=0 e_homo_ev=-9.0 homo_lumo_gap_ev=10.07 smiles=NN1NC1(N)N
N -1.34608 -1.26506 0.52461 -0.6687
N 0.87113 -0.83648 -1.02337 -0.8028
N 0.26028 1.50906 -0.94254 -0.8715
N 0.69223 0.49532 0.99842 -0.5097
N -0.82999 0.04971 0.62663 -0.1578
C 0.22805 0.21238 -0.31455 0.4567
H 0.78806 2.26711 -0.53398 0.3681
H 1.87611 -0.72204 -0.95636 0.3781
H 0.64767 -1.69244 -0.52096 0.3580
H -0.68767 1.79546 -1.16424 0.3749
H 0.47902 1.42098 1.36397 0.3579
H -2.26269 -1.30689 0.96302 0.3719
H -0.71614 -1.92711 0.97936 0.3447


Record 3
11
Properties=species:S:1:pos:R:3:nbo_charge:R:1 method="wB97M-V/def2-TZVPD" e_lumo_ha="0.015 / -0.070" de_lowest_kj_mol=388.87 multiplicity=3 total_charge=0 e_homo_ev="-7.0 / -9.7" homo_lumo_gap_ev="7.40 / 7.79"
S -0.99356 2.13556 -0.05517 1.3070
F -1.83398 0.06599 1.84933 -0.3180
O -1.11387 3.29646 0.76184 -0.8756
N 0.69458 1.19318 0.32615 -0.4727
C 0.51629 1.73196 -0.88208 -0.2822
C 0.34669 -0.16670 0.76511 -0.3268
C -1.15700 0.02628 0.68564 0.1940
H 0.43729 0.87495 -1.63092 0.1710
H -1.57098 -0.53227 -0.08799 0.1556
H 0.78418 -0.92078 0.14726 0.2102
H 0.66729 -0.26224 1.85602 0.2374


Record 4
29
Properties=species:S:1:pos:R:3:nbo_charge:R:1 method="wB97M-V/def2-TZVPD" e_lumo_ha=-0.076 de_lowest_kj_mol=686.61 total_charge=0 e_homo_ev=-8.2 homo_lumo_gap_ev=6.18 smiles="N#Cc1c2ccc([N+](=O)[O-])cc2[n+]([O-])n1-c1ccccc1"
O 1.15175 0.08026 1.94260 -0.4775
O 4.74020 -3.43190 -0.67694 -0.3374
O 4.20224 -3.69127 -2.74926 -0.3793
N -0.58058 0.30491 0.39469 -0.1057
N 4.05376 -3.04893 -1.64908 0.4829
N 0.68299 -0.24915 0.80114 0.2592
N -3.02203 -0.38321 -2.14199 -0.2800
C 1.45419 -0.63733 -0.29291 0.0964
C 0.59573 -0.61537 -1.33297 -0.0248
C -1.89039 2.23326 0.56371 -0.1850
C -1.86010 -0.20221 -1.62871 0.2176
C 3.00201 -2.04048 -1.61946 0.0177
C -0.70914 0.00268 -0.95118 -0.0483
C 0.86459 -1.20995 -2.58591 -0.1690
C 2.68242 -1.31173 -0.44080 -0.1518
C -1.42201 1.07241 1.18739 0.0834
C -2.63095 3.13425 1.37454 -0.2036
C -2.84749 2.94818 2.68664 -0.1942
C 2.13793 -1.87950 -2.71349 -0.1834
C -2.51432 1.70826 3.24807 -0.1882
C -1.79415 0.76782 2.47522 -0.1870
H 0.16290 -1.09688 -3.40878 0.2470
H -1.41133 -0.21556 2.87688 0.2466
H 2.34505 -2.50830 -3.67013 0.2717
H 3.37841 -1.43006 0.44717 0.2722
H -1.69913 2.55089 -0.48965 0.2411
H -2.67595 1.45585 4.30647 0.2302
H -2.92320 4.02065 0.82189 0.2213
H -3.47340 3.67240 3.22486 0.2278


Record 5
54
Properties=species:S:1:pos:R:3:nbo_charge:R:1 method="wB97M-V/def2-TZVPD" e_lumo_ha=0.006 de_lowest_kj_mol=225.31 total_charge=0 e_homo_ev=-9.0 homo_lumo_gap_ev=9.18 smiles=OCCCCNCO.O.O.O.O.O.O.O.O.O.O.O
O 0.39277 2.11908 -2.37262 -0.9967
O 1.22330 -3.58734 2.88788 -1.0058
O -0.18896 3.64232 0.38699 -0.9978
O 2.02130 0.19982 -3.09276 -0.9838
O -3.08055 4.04418 -0.52016 -0.9626
O -1.92572 -1.52350 2.77929 -0.8011
O -0.05261 -3.16452 -2.03414 -0.9830
O 3.17966 -1.61611 -1.48544 -0.9802
O -2.48918 2.18803 -2.85819 -0.9610
O 2.23826 2.51824 0.27192 -0.7455
O -0.10631 -2.85714 0.67082 -0.9673
O 0.32774 -1.62195 4.44515 -0.9879
O -0.41486 -0.86101 -3.43280 -0.9970
N -2.20957 -0.40188 0.67525 -0.6365
C -2.71372 -0.61296 1.97770 0.0919
C 1.58351 0.22270 0.62622 -0.4195
C 0.20773 0.21529 1.35614 -0.4112
C -1.05017 0.48005 0.52167 -0.2286
C 2.54043 1.34501 1.04597 -0.0551
H -0.76635 0.36396 -0.52723 0.1916
H 0.72387 3.30118 0.49518 0.4985
H 0.24768 0.71723 2.30711 0.2186
H 2.43550 1.69134 2.07495 0.1845
H -0.34576 3.60371 -0.55812 0.4716
H -0.70279 -1.31230 -4.23034 0.4860
H 0.15200 -0.86206 1.52188 0.1670
H 0.60445 -2.41699 1.15611 0.5034
H 3.59611 1.07584 0.94546 0.1654
H 0.09558 -1.38354 5.34300 0.4854
H -2.29627 3.08972 -3.13952 0.4838
H 0.88967 -3.14679 -2.25416 0.4844
H 1.44908 0.25771 -0.45457 0.2035
H -0.52145 -1.61145 3.95725 0.5050
H -2.44498 4.13095 0.20511 0.4857
H 0.92315 1.33897 -2.57218 0.4580
H 1.19448 -2.88372 3.55495 0.5157
H 4.12177 -1.46703 -1.55520 0.4710
H -0.51403 1.83654 -2.56794 0.4978
H 1.19494 -0.31048 -2.93703 0.5114
H -1.40277 1.50081 0.63400 0.2199
H 1.83281 0.90432 -3.71987 0.5013
H -2.69974 0.28625 2.59423 0.1664
H -3.75362 -0.92795 2.08193 0.1718
H -1.21177 -1.93585 2.27821 0.4872
H 2.19341 2.30817 -0.66549 0.4842
H 2.77450 -0.89965 -2.01978 0.4903
H -0.08808 -3.08867 -1.05200 0.5057
H 2.10837 -3.85914 2.65102 0.4758
H -3.37344 2.02629 -3.20282 0.4884
H 0.10541 -3.78074 0.83360 0.4994
H -0.37415 -1.60463 -2.78021 0.5048
H 2.11463 -0.67322 0.94952 0.2030
H -2.10649 -1.27326 0.17300 0.3689
H -2.80709 3.20655 -0.91727 0.4737


Record 6
8
Properties=species:S:1:pos:R:3:nbo_charge:R:1 method="wB97M-V/def2-TZVPD" e_lumo_ha="-0.042 / 0.031" de_lowest_kj_mol=417.45 total_charge=0 e_homo_ev="-6.7 / -9.2" homo_lumo_gap_ev="5.51 / 10.03"
S -1.81202 -1.76491 -0.46159 0.6873
O -1.18430 -0.49106 -0.91998 -0.7681
O 1.74371 0.76502 1.06165 -0.6493
C 1.09100 0.48034 -0.05389 -0.0853
H 1.47994 1.65264 1.21318 0.4696
H -3.02546 -1.38852 -0.17621 0.0170
H 0.27783 1.18101 -0.31916 0.1717
H 1.42932 -0.43454 -0.34401 0.1572


Record 7
11
Properties=species:S:1:pos:R:3:nbo_charge:R:1 method="wB97M-V/def2-TZVPD" e_lumo_ha=0.003 de_lowest_kj_mol=354.19 total_charge=0 e_homo_ev=-9.5 homo_lumo_gap_ev=9.63 smiles=C#C[C@@H](C)O
O -0.17981 -1.64854 0.27965 -0.7086
C 1.38198 0.15520 0.10116 -0.6105
C -1.63454 1.05450 -0.18941 -0.0880
C -0.99245 0.48856 0.67669 -0.1369
C -0.02037 -0.32596 -0.05976 0.0781
H -1.08209 -1.85202 0.56598 0.4823
H 1.63372 0.17336 1.15892 0.2096
H 2.05110 -0.53975 -0.40487 0.2186
H 1.53892 1.15619 -0.30735 0.2171
H -0.22588 -0.17782 -1.20492 0.1165
H -2.47058 1.51627 -0.61610 0.2219


Record 8
49
Properties=species:S:1:pos:R:3:nbo_charge:R:1 method="wB97M-V/def2-TZVPD" e_lumo_ha=-0.158 total_charge=0 e_homo_ev=-6.2 homo_lumo_gap_ev=1.88
Ba 1.66593 -2.35305 -1.27901 1.4145
F -0.75613 4.92466 -5.50686 -0.3303
F -3.95603 -2.65027 6.29197 -0.3466
F -2.60140 5.87546 -6.03153 -0.3419
F -2.17719 3.87509 -6.73114 -0.3423
F -4.28253 -3.10513 4.34826 -0.3201
F -2.44142 -3.65723 5.26198 -0.3423
O -2.17894 -1.15722 3.44133 -0.7585
O -4.12539 4.32168 -4.38095 -0.5341
O -1.58084 -0.87269 5.59937 -0.5592
O 2.80536 -3.25207 -6.65983 -0.7653
O 5.94133 -5.73231 -1.08805 -0.7623
O 3.71415 -0.73089 3.73095 -0.7500
O -2.55249 2.78718 -4.08909 -0.7054
C 4.89677 -0.37434 4.53634 -0.2661
C -2.69315 -1.27203 4.77099 0.2777
C -2.05559 4.70350 -5.65330 0.9266
C -6.12522 5.64472 -4.15972 -0.6216
C -2.73503 4.12674 -4.38680 0.2762
C -0.37147 -0.15314 7.39828 -0.6223
C -1.77269 -0.49634 6.95651 -0.0674
C 3.53484 -2.63408 -7.84234 -0.2652
C 6.98982 -5.96604 -0.05892 -0.2511
C -4.60348 5.62669 -3.97743 -0.0784
C -3.33359 -2.66929 5.13103 0.9215
H -2.36095 -1.22572 7.51336 0.1742
H 6.11374 -6.35270 -1.80008 0.4688
H -2.32216 4.76454 -3.60523 0.1201
H 7.62163 -5.07795 -0.07383 0.1799
H 3.69396 -3.23250 -8.73938 0.1904
H -6.46148 6.24677 -3.31559 0.1937
H 5.05505 -1.31668 5.06080 0.1718
H -4.50946 5.77612 -2.90183 0.1553
H 0.23223 -1.00151 7.07594 0.2120
H -2.34657 0.42828 6.89456 0.1530
H -0.39708 -0.04845 8.48294 0.2008
H 4.86907 0.42685 5.27487 0.1860
H 2.94153 -0.58434 4.28157 0.4795
H -6.46133 6.25718 -4.99641 0.1984
H 7.47558 -6.89591 -0.35468 0.1825
H 4.49863 -2.29479 -7.46276 0.1813
H 6.50234 -6.02933 0.91394 0.1827
H 5.77722 -0.25959 3.90409 0.1785
H 2.92781 -1.73725 -7.96614 0.1913
H -6.48366 4.61582 -4.12846 0.2280
H -4.23381 6.51068 -4.49707 0.1753
H -3.49464 -0.54937 4.92419 0.1313
H -0.12910 0.76678 6.86620 0.2111
H 2.28606 -3.99634 -6.97287 0.4679